72
Properties=species:S:1:pos:R:3:forces:R:3 method="wB97M-V/def2-TZVPD" lumo_ev="-1.99 / -4.59" multiplicity=3 charge=+1 molar_mass_g_mol=535.3 e_homo_ev="-9.817 / -10.865" total_energy_ev=-101497.2733
Ni 0.28202 0.40656 -0.02854 0.1813 0.1339 0.0491
C 3.35272 0.49547 -2.96772 -0.1242 -0.0696 -0.0153
C 3.01554 -0.77896 -2.20334 -0.2552 0.1393 0.2386
C 3.83096 -0.90722 -0.91891 -0.0512 -0.0933 -0.0256
P 1.23478 -0.77430 -1.67912 0.3552 -0.6088 -0.9747
C 0.23577 -0.76461 -3.26351 0.0037 0.0766 0.3195
C -0.26748 0.66418 -3.45638 0.0464 -0.0885 -0.0174
C -0.95195 -1.71203 -3.15058 0.1769 -0.0536 -0.0638
C 1.05268 -2.46276 -1.00437 -0.1346 0.2385 0.1346
C 1.77833 -3.57477 -1.38879 -0.1584 -0.0573 -0.0365
C 1.63278 -4.78445 -0.72576 0.0387 0.0316 0.0583
C 0.80014 -4.87007 0.38377 -0.0550 -0.0678 -0.0347
C 0.05372 -3.78457 0.78046 0.0010 0.1685 0.0733
C 0.12154 -2.57175 0.06088 0.4449 -0.7728 -0.2535
N -0.60943 -1.47165 0.35942 0.3517 0.8154 -0.1144
C -1.79817 -1.54319 1.00307 -0.8288 -0.0920 0.4558
C -2.64891 -2.66958 0.95591 0.0292 0.0689 -0.1406
C -3.79674 -2.70476 1.71493 0.0257 -0.0662 0.0881
C -4.14218 -1.62218 2.51694 -0.0584 0.0394 -0.0837
C -3.37494 -0.46698 2.48971 0.0949 -0.1153 0.0285
C -2.21865 -0.40319 1.73364 0.2594 -0.0294 -0.2352
P -1.10806 1.04263 1.61357 -0.5898 0.2900 0.9163
C -2.32305 2.44387 1.76539 0.2093 -0.1783 -0.2978
C -1.58716 3.77912 1.79526 -0.0040 -0.1391 0.0907
C -3.29609 2.35835 0.59023 0.0236 -0.0720 0.1557
C -0.23895 1.00213 3.27129 0.0643 -0.0071 -0.2465
C 1.07294 1.77406 3.18060 -0.0953 0.0275 0.0220
C 0.06829 -0.44267 3.64903 -0.1539 0.0661 0.0451
H 4.40816 0.50374 -3.23167 0.0927 0.0064 -0.0299
H 3.14584 1.37238 -2.35671 0.0122 0.0919 0.0213
H 2.77534 0.55995 -3.88805 -0.0007 0.0824 -0.1238
H 3.19686 -1.63671 -2.86036 -0.0826 0.0318 0.0807
H 3.57029 -0.10152 -0.23161 0.0836 0.0538 0.0279
H 4.89777 -0.85553 -1.11985 0.1299 0.0157 -0.0553
H 3.61932 -1.85394 -0.42520 0.1083 -0.0240 0.1002
H 0.87963 -1.06169 -4.09646 -0.0010 -0.0124 0.0457
H -0.71850 0.99375 -2.51240 -0.0809 0.0282 -0.1087
H -1.03534 0.71619 -4.22401 -0.0434 -0.0127 -0.1723
H 0.54303 1.33626 -3.72560 0.0412 0.1761 0.0321
H -1.56629 -1.43152 -2.29276 -0.1102 -0.0794 0.0146
H -0.61642 -2.73958 -3.02882 -0.1303 -0.0910 0.0297
H -1.56210 -1.65215 -4.05183 -0.0572 0.0104 0.0088
H 2.45855 -3.52359 -2.22222 0.1441 0.0723 -0.1293
H 2.20016 -5.64271 -1.04944 0.0449 -0.1025 -0.0146
H 0.72897 -5.79362 0.93661 0.0388 -0.0882 0.0798
H -0.54007 -3.83157 1.68196 -0.0703 -0.0545 -0.0235
H -2.41991 -3.47833 0.27561 0.0443 -0.0657 0.0925
H -4.41832 -3.58790 1.70083 -0.0909 -0.0141 -0.0658
H -5.02854 -1.65750 3.13083 -0.0913 -0.0449 0.0499
H -3.68085 0.37408 3.09119 -0.0350 0.1501 0.0497
H -2.87054 2.32357 2.70732 0.0673 -0.0326 -0.0851
H -0.89905 3.86514 0.95350 0.0599 0.0431 -0.0607
H -1.02067 3.87920 2.71812 0.0944 0.1312 0.0257
H -2.30179 4.59861 1.74263 -0.0299 0.0772 0.0131
H -2.75861 2.38700 -0.35941 0.0213 0.0355 -0.0633
H -3.99563 3.19219 0.61234 -0.0469 0.0597 -0.0092
H -3.86368 1.42971 0.62977 -0.0810 0.0384 -0.1235
H -0.90216 1.46383 4.01126 -0.0130 -0.0744 -0.0340
H 1.71573 1.30251 2.43651 0.0487 0.0318 0.1010
H 1.59826 1.75157 4.13382 -0.0207 0.0253 0.1236
H 0.92339 2.80982 2.88597 0.1145 0.0616 -0.0338
H 0.64341 -0.91321 2.84870 0.0472 -0.1203 0.0156
H -0.84219 -1.01397 3.81296 0.0326 -0.1405 0.0551
H 0.66713 -0.46999 4.55759 0.0457 -0.0191 0.0603
N 0.62032 3.47604 -1.83202 -0.0729 0.1654 -0.1220
C 1.68058 3.53710 -1.01947 0.0800 -0.2400 0.2200
N 2.49876 4.59450 -1.06609 -0.1129 0.2505 -0.2869
S 1.99870 2.30146 0.06527 0.0033 -0.1819 0.2684
H 0.47176 4.13779 -2.57719 -0.0735 -0.0359 0.0586
H 0.04888 2.64291 -1.77555 0.1596 0.2919 -0.1244
H 2.32084 5.39142 -1.65395 -0.0195 -0.0049 -0.0040
H 3.25852 4.64762 -0.40914 -0.0478 -0.0762 -0.0398



11
Properties=species:S:1:pos:R:3:forces:R:3 method="wB97M-V/def2-TZVPD" lumo_ev=0.89 charge=0 smiles="[H]/N=C/OC(C)=O" molar_mass_g_mol=87.1 e_homo_ev=-10.693 de_lowest_ev=0.804 total_energy_ev=-8776.8906
C -1.88788 0.20164 -0.20790 -0.0674 -0.0793 -0.0325
C -0.56590 -0.50955 -0.12927 -0.0117 -0.2344 -0.3077
O -0.22836 -1.50199 -0.71796 -0.1191 0.4285 0.2927
O 0.26663 0.21108 0.67797 -0.0480 0.1261 -0.0047
C 1.62277 -0.00947 0.59383 0.2771 0.2512 -0.0572
N 2.34435 1.01198 0.48070 -0.0992 -0.4206 0.0833
H -2.29447 0.36704 0.79338 0.0733 -0.0357 -0.1311
H -1.70007 1.18437 -0.65305 -0.0709 -0.1334 0.0804
H -2.59336 -0.35379 -0.82472 0.1324 -0.0019 0.1115
H 1.93168 -1.05457 0.66060 -0.1047 0.1368 -0.0714
H 3.32571 0.74914 0.46187 0.0382 -0.0373 0.0367



60
Properties=species:S:1:pos:R:3:forces:R:3 method="wB97M-V/def2-TZVPD" lumo_ev=-2.19 charge=+1 smiles=CC(C)C[C@@H](c1nnnn1C1CCCC1)[NH+]1CCN(c2ccccc2F)CC1 molar_mass_g_mol=387.5 e_homo_ev=-11.238 de_lowest_ev=0.000 total_energy_ev=-33947.6390
C -2.04296 4.03306 1.34905 -0.0901 -0.1540 -0.2479
H -2.54823 3.36420 2.04182 -0.0525 -0.0523 0.1327
H -2.71478 4.85536 1.12148 -0.0676 0.1196 0.0301
H -1.16403 4.43905 1.84318 0.1270 0.0631 0.0980
C -1.64653 3.30367 0.06739 0.1630 0.0825 0.1751
C -0.99769 4.28150 -0.91025 -0.1994 -0.2264 0.0467
H -1.68822 5.08716 -1.14210 -0.0341 0.1036 -0.0808
H -0.10379 4.72053 -0.47318 0.1449 0.0624 0.0608
H -0.72660 3.80104 -1.84880 0.0748 -0.0009 -0.1596
H -2.55235 2.90432 -0.39843 -0.0046 -0.0396 0.0016
C -0.68383 2.15682 0.41836 -0.3844 0.1458 -0.2253
H 0.28987 2.60452 0.63074 0.0413 -0.0787 0.0169
H -0.99307 1.65332 1.33633 0.0773 -0.0784 0.0588
C -0.49219 1.10720 -0.68917 0.2936 0.6574 0.1015
C 0.84235 0.46200 -0.51567 0.7958 -0.3456 -0.0443
N 0.96143 -0.74642 0.00440 -0.8900 0.6166 -0.2322
N 2.26085 -0.99367 0.07763 0.2864 -1.0032 0.4745
N 2.93005 -0.02034 -0.36108 1.1937 0.7106 -0.2905
N 2.08340 0.93543 -0.75466 -1.6309 -0.9145 0.2528
C 2.53117 2.20656 -1.27257 0.3330 0.5338 -0.0749
H 1.64792 2.70986 -1.67396 0.0298 -0.1149 0.0550
C 3.62372 1.99839 -2.34274 0.0620 0.0698 -0.2355
C 4.83226 2.80737 -1.86404 0.0106 -0.0685 0.0742
H 4.77251 3.83156 -2.23374 0.0494 0.0505 -0.0257
C 4.69043 2.79233 -0.34632 0.0223 0.1410 -0.0506
H 4.96467 1.81237 0.04495 0.0429 -0.0019 0.0408
H 5.29555 3.55084 0.14371 0.0560 -0.0112 0.0757
C 3.19597 3.03031 -0.15179 0.0561 -0.0163 0.0788
H 2.96240 4.08500 -0.29916 -0.0171 0.0537 0.0052
H 2.84893 2.73257 0.83788 -0.1158 0.0547 0.0061
H 5.76918 2.37300 -2.20229 0.0551 0.0397 -0.0761
H 3.88545 0.94103 -2.38388 -0.0610 0.0505 -0.0609
H 3.28280 2.30898 -3.32871 -0.0320 -0.0690 -0.0335
H -0.59109 1.57736 -1.67385 -0.0324 -0.1298 0.0811
N -1.45129 -0.04197 -0.60976 0.3321 -0.1183 0.2275
H -1.01131 -0.65723 0.10588 -0.1669 0.1137 -0.1478
C -2.84176 0.21386 -0.19214 -0.6533 0.1270 0.3442
H -2.85508 0.85607 0.68450 0.0967 0.0333 -0.1152
C -3.49486 -1.15634 0.15125 -0.2783 -0.0391 0.0796
N -2.65923 -2.25877 -0.23806 -0.1239 0.0339 0.0554
C -1.81366 -2.91079 0.67974 0.1009 -0.1920 0.3706
C -1.29967 -2.32981 1.83843 -0.0118 -0.2059 -0.0739
C -0.51724 -3.01988 2.73987 -0.0791 0.0913 -0.0593
C -0.20178 -4.34100 2.48474 -0.0356 0.0802 0.0092
C -0.68202 -4.94733 1.33529 0.0452 -0.0396 -0.0940
C -1.48147 -4.24734 0.45374 0.0882 0.0894 0.1568
H -1.87530 -4.73730 -0.42278 -0.0965 -0.0625 -0.0916
H -0.44286 -5.97836 1.12920 0.0165 -0.1081 -0.0197
H 0.41515 -4.88954 3.17701 0.0637 -0.0559 0.0835
H -0.15468 -2.50862 3.61683 0.0438 0.0797 0.0972
F -1.54591 -1.00117 2.09191 0.0128 -0.0960 -0.0992
C -2.25961 -2.15646 -1.61368 0.0478 0.0319 -0.1716
C -1.46140 -0.84008 -1.85688 0.0432 -0.5430 -0.7052
H -0.43217 -1.07163 -2.13108 -0.0755 0.1404 0.1001
H -1.91430 -0.24088 -2.64943 0.0511 0.0936 0.1421
H -3.15717 -2.16483 -2.23921 0.0994 -0.0079 -0.0163
H -1.64648 -3.01421 -1.88317 -0.0436 0.0955 -0.0505
H -4.44399 -1.24504 -0.38824 0.0582 0.0988 0.0453
H -3.71587 -1.22549 1.21493 0.0244 0.0733 -0.1158
H -3.36483 0.70933 -1.01152 0.1379 0.0363 0.0198



54
Properties=species:S:1:pos:R:3:forces:R:3 method="wB97M-V/def2-TZVPD" lumo_ev=4.71 charge=-2 molar_mass_g_mol=589.3 e_homo_ev=0.260 de_lowest_ev=3.754 total_energy_ev=-120356.5799
C 1.64822 1.90970 4.69081 0.1150 0.1230 0.3617
C 1.74909 1.01293 3.49146 -0.8996 -0.0133 -0.0604
O 0.35186 0.87034 3.05386 1.1714 0.0272 0.5058
C 0.20419 -0.04851 2.10587 1.1851 -1.4776 -0.1617
C -1.24262 -0.18544 1.65158 1.2964 -2.1331 3.3939
C -1.65530 -1.62216 1.93055 -0.4835 0.7138 0.4763
C -0.94713 -2.64944 1.32576 0.5343 -1.7313 -0.2648
C -1.40621 -3.97137 1.36765 -0.1117 0.9500 0.2655
C -2.61336 -4.22034 2.04791 0.0096 -0.3337 0.0962
C -3.15410 -5.55391 2.02977 -0.8808 -1.9518 0.0196
N -3.60711 -6.63504 1.98852 0.9057 2.1071 0.1395
C -3.30094 -3.19901 2.72946 0.1616 0.5714 -0.0215
C -2.81662 -1.88572 2.66290 -0.1252 -0.9638 -0.1625
O 1.14673 -0.74907 1.74416 -1.5003 0.8640 0.9818
H 2.64851 2.19498 5.01897 0.0154 0.1080 0.0730
H 1.06839 2.80636 4.45070 0.1529 -0.0987 0.0303
H 1.15556 1.38003 5.51464 0.0211 0.1499 -0.0981
H 2.34283 1.45326 2.67653 -0.2706 -0.2523 0.1991
H 2.13184 0.01638 3.74647 0.0118 0.3100 -0.2050
H -1.84313 0.50897 2.24993 0.0537 -0.1211 -0.2432
H -0.01831 -2.43684 0.79519 -0.3748 0.0104 0.2792
H -0.82922 -4.78065 0.89873 -0.4606 0.4305 0.1679
H -4.19645 -3.42391 3.32144 0.3332 -0.0108 -0.4000
H -3.33964 -1.05745 3.13856 0.0485 -0.2559 -0.0233
O 2.13050 -2.30325 -1.07857 0.1839 -0.1178 0.0895
C 1.41034 -1.40210 -0.98591 -0.7152 0.0866 -0.5235
Co 0.27562 -0.07985 -0.83991 -1.7435 -2.3274 1.0027
C -1.36069 -0.98259 -0.88755 1.1756 1.2707 0.6188
O -2.12465 -1.62522 -1.55525 -0.1031 -0.3859 0.0554
C -1.46412 -0.01481 0.26338 0.6361 -2.6359 -2.3141
O -2.48209 0.88234 0.06831 0.8816 2.0599 -1.2195
C 0.56652 1.35251 -1.97828 -2.0990 0.5928 -1.9587
C 0.92081 1.18079 -3.37504 -0.3396 0.2318 0.4264
C 2.17226 0.61989 -3.72054 0.0252 0.1221 -0.4270
C 2.45740 0.28432 -5.04055 -0.1702 0.2738 0.3268
C 1.52473 0.53710 -6.05380 -0.2927 0.1213 0.0951
C 0.30378 1.14481 -5.72157 0.3534 -0.1277 0.0612
C 0.00365 1.47533 -4.40138 0.2936 -0.1431 -0.2984
C -0.39356 1.67263 -0.99656 -1.5159 -1.4298 -3.7407
C -1.81242 1.88717 -0.73115 -2.8290 1.5537 -1.5785
Co 1.22635 2.09926 -0.46120 4.7160 1.8948 4.7823
C 2.46718 0.87944 0.01849 1.7699 -0.1316 0.2147
O 3.49204 0.40702 0.31520 -1.2169 0.3216 -0.3019
C 0.36471 2.61476 0.97778 -0.4440 2.0819 0.6642
O -0.32711 3.17953 1.72969 0.6618 -0.8554 -0.7894
C 2.13159 3.50256 -0.97224 0.2211 0.7135 -0.8602
O 2.72147 4.43960 -1.33390 -0.3461 -0.6608 0.4266
H 2.90771 0.42964 -2.93282 -0.3729 -0.0039 -0.2045
H 3.41410 -0.18195 -5.27479 -0.1539 0.0892 -0.0117
H 1.74908 0.26839 -7.08525 -0.0796 0.0516 0.1602
H -0.42011 1.35812 -6.50392 0.0467 -0.0185 0.0195
H -0.94212 1.95325 -4.13769 0.2419 -0.2068 -0.0907
H -2.01442 2.85304 -0.24602 0.0202 0.0556 -0.2029
H -2.37562 1.83415 -1.69037 0.2861 0.5017 0.2288



11
Properties=species:S:1:pos:R:3:forces:R:3 method="wB97M-V/def2-TZVPD" lumo_ev=0.78 charge=0 smiles="C=C1C=NNN1" molar_mass_g_mol=83.1 e_homo_ev=-7.631 de_lowest_ev=4.725 total_energy_ev=-7657.7310
C 0.49260 -0.40086 -1.63115 -0.2574 -0.1485 -0.2476
C -0.16937 0.04527 -0.43648 0.1857 0.0501 0.1843
N 0.78711 0.51128 0.37905 -0.1782 -0.1267 -0.1255
N 0.31824 0.41603 1.65219 0.0538 0.1501 0.0893
N -1.00369 0.21744 1.64104 0.0545 -0.0515 -0.2748
C -1.33613 -0.01129 0.38753 -0.0685 0.0049 0.0732
H 1.60711 0.22430 -0.43687 0.0416 0.0378 0.2172
H 0.95332 -1.37835 -1.47970 0.0102 0.1528 0.0221
H -0.01797 -0.32715 -2.58915 0.0475 -0.0129 0.1217
H 0.71870 0.98428 2.38503 -0.0422 -0.0975 -0.0905
H -2.34991 -0.28096 0.12851 0.1532 0.0414 0.0307



14
Properties=species:S:1:pos:R:3:forces:R:3 method="wB97M-V/def2-TZVPD" lumo_ev=0.92 charge=0 smiles="[H]/N=C/[C@@H]1C(=O)[C@H]1C" molar_mass_g_mol=97.1 e_homo_ev=-9.160 de_lowest_ev=2.202 total_energy_ev=-8834.0011
C 1.68551 1.20014 -0.23679 0.0708 -0.0174 0.0132
C 0.28483 0.72060 0.07920 -0.0175 0.1429 0.0923
C -0.02180 -0.81050 0.06570 -0.0176 -0.1845 -0.0525
C -1.36187 -1.24942 -0.40120 -0.1123 0.1755 0.0063
N -2.30755 -0.41604 -0.56963 0.2038 -0.3613 -0.0067
C 0.02641 0.00573 1.32117 -0.0353 0.0703 0.4214
O -0.06956 -0.01209 2.51345 0.0758 -0.0040 -0.6600
H 1.86787 1.19921 -1.31634 -0.0585 0.0043 0.1504
H 2.43216 0.55362 0.23649 -0.0831 0.0825 -0.0751
H 1.83956 2.21486 0.14309 -0.0372 -0.1465 -0.0658
H -0.54919 1.30581 -0.31127 0.0994 -0.0855 0.0908
H 0.81057 -1.48897 -0.12275 -0.1453 0.1264 0.0556
H -1.47252 -2.33087 -0.55023 -0.0440 0.1331 0.0240
H -3.16442 -0.89208 -0.85088 0.1011 0.0642 0.0061



27
Properties=species:S:1:pos:R:3:forces:R:3 method="wB97M-V/def2-TZVPD" lumo_ev=0.18 charge=0 smiles="O=C1NC(=O)[C@@H]2C=C(c3ccccc3)S[C@@H]2N1" molar_mass_g_mol=246.3 e_homo_ev=-8.527 de_lowest_ev=0.507 total_energy_ev=-30516.9197
O 4.11099 0.44399 2.82449 3.6826 -0.6988 0.7296
O -0.03328 0.51477 3.81862 0.1463 0.2266 -1.2180
S 1.48551 0.52900 -0.65363 -0.5770 -0.2792 -0.7288
C 3.02560 0.65215 2.40226 1.2329 0.2533 0.1022
C 0.77930 0.64159 2.90348 -3.1813 0.0339 2.2571
C -0.25020 0.28376 -0.41540 -0.6644 0.5905 1.5279
C -0.67102 0.83156 0.75995 0.2550 -0.7679 -0.5881
C -2.53768 -2.11514 -3.20724 0.2289 -0.4958 -1.2590
C -3.13614 -1.69679 -2.03121 1.0648 0.6420 1.3194
C -1.21202 -1.75745 -3.49450 0.6113 0.7652 0.7283
C -2.37110 -0.93171 -1.10219 -1.1679 -0.1410 -0.1904
C -0.50286 -0.97189 -2.54934 -0.2445 -0.2131 -1.2365
C -1.06480 -0.50629 -1.37317 -0.3853 -0.6325 0.2167
N 2.01287 0.14011 3.12013 -1.6900 0.5156 -1.3246
N 2.85697 1.45278 1.33985 -0.1533 0.9967 -0.9472
C 0.39702 1.46347 1.65896 0.0812 -0.3784 -0.5648
C 1.57855 1.71052 0.72776 0.5963 -0.4324 -0.3431
H -1.70396 0.76737 1.09383 0.2715 0.0492 0.0121
H -3.09470 -2.73831 -3.94144 0.3940 0.5629 0.6716
H -4.15181 -1.99708 -1.76257 0.3652 0.1520 -0.1704
H -0.67473 -2.00667 -4.43444 -0.7331 -0.0529 0.7833
H -2.84744 -0.64946 -0.15592 0.1789 -0.1215 -0.3994
H 0.50050 -0.63884 -2.76596 0.2032 -0.1674 -0.2700
H 2.23962 -0.04801 4.07771 0.0554 -0.4235 0.3144
H 3.71541 1.48548 0.76569 -0.8978 0.2316 0.5964
H 0.01769 2.41551 2.05208 0.1950 -0.2439 0.0771
H 1.53170 2.72557 0.34221 0.1320 0.0287 -0.0959